Run a
# C4H8NO2

A 2-piece molecular cluster, C4H8NO2 overall (the ωB97M-V functional and the def2-TZVPD basis, OMol25).

Computed properties:
E_LUMO (spin up / spin down) = 7.3 / 7.3 eV
spin multiplicity = 2
HOMO energy (spin up / spin down) = 2.3 / 2.3 eV
charge = -2

Geometry as XYZ:
```
15
Properties=species:S:1:pos:R:3:nbo_charge:R:1
O 2.21317 0.04745 1.32466 -0.82
C 2.15335 0.69862 0.24969 0.67
O 2.70283 1.80773 -0.00863 -0.82
C 1.24351 0.15856 -0.81440 -0.14
C -1.89603 -0.48965 -0.22305 -1.03
C -1.33274 0.34846 0.96361 -0.72
N 1.01421 -1.26997 -0.87513 -0.89
H 1.24654 0.81531 -1.68693 0.14
H -2.35079 0.12262 -1.01139 0.13
H -2.54203 -1.37102 -0.00404 0.10
H -0.71474 0.65086 0.09570 0.27
H -1.92267 1.12222 1.48839 0.12
H -0.66869 -0.07018 1.71259 0.19
H 0.13209 -1.53455 -1.30946 0.38
H 0.72200 -1.03647 0.09838 0.42
```



Run b
# C4H8NO2

C4H8NO2 as an isolated structure (the ωB97M-V functional and the def2-TZVPD basis, OMol25).

Computed properties:
E_LUMO (spin up / spin down) = 7.2 / 7.1 eV
spin multiplicity = 2
HOMO energy (spin up / spin down) = 3.0 / 2.1 eV
charge = -2

Geometry as XYZ:
```
15
Properties=species:S:1:pos:R:3:nbo_charge:R:1
O -0.19823 1.46516 1.11398 -0.83
C -0.42366 0.66637 -0.11178 0.25
N 0.78085 -0.00659 -0.51097 -0.66
C 1.68708 -0.66339 0.51416 0.14
O 2.74555 -1.26452 -0.05801 -0.99
C -1.70394 0.53422 -0.75292 -0.75
C -2.65923 -0.54843 -0.36896 -0.63
H 0.51711 -0.71423 -1.18716 0.35
H 1.03656 -1.28472 1.17466 0.03
H 1.96441 0.19903 1.17916 0.07
H -0.45085 1.96931 0.16176 0.45
H -2.16777 1.44110 -1.16628 0.13
H -3.40536 -0.73846 -1.16342 0.15
H -3.15144 -0.45993 0.64492 0.11
H -2.18598 -1.54638 -0.37334 0.17
```



The energy of each structure relative to the most stable one, in kJ/mol, is as follows: run a 0.0; run b 153.1.



Run a
# C10H14N2O2S

A 2-piece molecular cluster, C10H14N2O2S overall (the ωB97M-V functional and the def2-TZVPD basis, OMol25).

Computed properties:
E_LUMO = 0.6 eV
SMILES string = C1=CNC(=C2CC2)C=N1.C=CS(C)(=O)=O
HOMO energy = -7.0 eV
charge = 0

Geometry as XYZ:
```
29
Properties=species:S:1:pos:R:3:nbo_charge:R:1
C 2.75738 -2.45538 -0.22285 -0.17
C 1.84330 -2.18758 0.73897 0.02
N 1.40963 -0.92318 0.95622 -0.56
C 1.88335 0.14359 0.16848 0.10
C 1.49087 1.39380 0.38339 -0.13
C 1.47782 2.81493 0.04200 -0.41
C 0.65816 2.28143 1.20416 -0.43
C 2.81497 -0.27050 -0.87380 0.06
N 3.22334 -1.46832 -1.05959 -0.39
H 3.14530 -3.44284 -0.40004 0.20
H 1.42960 -2.95124 1.38086 0.21
H 0.59370 -0.75800 1.53561 0.45
H 0.95200 3.13522 -0.84969 0.20
H 2.34791 3.42182 0.26025 0.21
H 0.98477 2.51919 2.20912 0.21
H -0.41959 2.23814 1.11297 0.21
H 3.18088 0.48776 -1.55254 0.19
C -3.85248 1.29294 -0.32762 -0.30
C -2.63560 0.80180 -0.36661 -0.50
S -2.32692 -0.85127 0.26880 2.15
C -1.48427 -1.69302 -1.10331 -0.86
O -1.39834 -0.74810 1.36980 -0.97
O -3.58305 -1.49688 0.52064 -0.94
H -4.65014 0.68601 0.06853 0.23
H -4.10148 2.28419 -0.67325 0.21
H -1.75575 1.30608 -0.72433 0.23
H -1.16783 -2.67085 -0.75494 0.26
H -2.19570 -1.78945 -1.91633 0.25
H -0.62184 -1.10028 -1.39493 0.25
```



Run b
# C10H14N2O2S

One molecule with the formula C10H14N2O2S (the ωB97M-V functional and the def2-TZVPD basis, OMol25).

Computed properties:
E_LUMO = 0.8 eV
SMILES string = [H]/N=C(\C)O[S@@](=O)(=CC)c1ccc(N)cc1
HOMO energy = -7.7 eV
charge = 0

Geometry as XYZ:
```
29
Properties=species:S:1:pos:R:3:nbo_charge:R:1
H 0.40887 -3.22704 0.44587 0.37
N 0.01074 -2.27978 0.57609 -0.68
C -1.15809 -1.99338 0.18394 0.58
C -2.19481 -2.99928 -0.42948 -0.70
O -1.76337 -0.78122 0.59964 -0.75
S -1.47644 0.73276 -0.25941 1.97
O -1.99617 0.72246 -1.62200 -0.91
C -1.61668 2.15691 0.57944 -0.68
C -2.97128 2.79734 0.32254 -0.64
C 0.26645 0.48663 -0.28646 -0.36
C 0.87203 0.56018 1.01070 -0.15
C 2.26321 0.49642 1.09251 -0.26
C 3.03817 0.24290 -0.08738 0.20
N 4.38520 -0.01700 0.05104 -0.82
C 2.43351 0.31892 -1.32875 -0.29
C 1.02269 0.38698 -1.42301 -0.16
H -2.95154 -2.51024 -0.99879 0.24
H -2.47002 -3.67932 0.35457 0.23
H -1.64566 -3.61351 -1.18943 0.22
H -1.16768 2.12169 1.58070 0.23
H -3.05456 2.70050 -0.72264 0.23
H -2.81880 3.84005 0.60311 0.22
H -3.71256 2.27766 0.88638 0.21
H 0.30927 0.53527 2.04816 0.25
H 2.88171 0.32676 2.01515 0.20
H 4.50583 0.02505 1.06614 0.37
H 5.23923 0.06160 -0.48563 0.42
H 2.93947 0.04029 -2.22810 0.21
H 0.42127 0.27039 -2.35492 0.24
```



Run c
# C10H14N2O2S

One molecule with the formula C10H14N2O2S (the ωB97M-V functional and the def2-TZVPD basis, OMol25).

Computed properties:
E_LUMO (spin up / spin down) = -3.5 / -3.6 eV
HOMO energy (spin up / spin down) = -7.8 / -7.8 eV
charge = 0

Geometry as XYZ:
```
29
Properties=species:S:1:pos:R:3:nbo_charge:R:1
C -2.11911 3.89036 -0.35721 -0.01
C -1.16476 4.69831 0.25566 -0.26
C -2.05036 2.47423 -0.13161 -0.24
C -0.13994 4.11695 0.99409 -0.01
C -0.95502 1.88828 0.38973 -0.10
C 0.06584 2.69994 0.91435 -0.02
C 0.68292 -0.54100 -0.90461 -0.61
C 1.82965 -2.47241 0.47535 -0.62
C -0.58558 -2.62818 -0.23264 -0.59
C 0.52836 -1.62126 0.15580 0.08
N 1.13431 2.27212 1.52415 -0.23
N 0.09516 -1.07693 1.37744 -0.74
O 0.19930 0.59908 3.21594 -0.91
O 2.30364 -0.06492 2.12606 -0.94
S 0.91479 0.29511 2.00674 2.13
H -2.96183 4.26224 -0.88189 0.23
H -1.19761 5.72859 0.09197 0.23
H -2.92359 1.87668 -0.38318 0.24
H 0.77369 4.66738 1.22280 0.24
H -0.92759 0.86460 0.79026 0.28
H -0.24646 0.00474 -0.93566 0.20
H 1.53808 0.06260 -0.63316 0.21
H 0.97879 -1.00508 -1.73491 0.21
H 1.72340 -3.36920 -0.15736 0.19
H 1.87798 -2.69504 1.54378 0.23
H 2.69927 -1.91575 0.13048 0.21
H -1.51535 -2.21716 -0.15157 0.20
H -0.33558 -2.95108 -1.34595 0.19
H -0.69236 -3.41924 0.46233 0.22
```



The energy of each structure relative to the most stable one, in kJ/mol, is as follows: run a 0.0; run b 104.4; run c 392.1.